(1)
Below is a single C10H12BrN5 molecule, with properties calculated with ωB97M-V/def2-TZVPD.

XYZ file:
```
28
Properties=species:S:1:pos:R:3:forces:R:3:nbo_charge:R:1
Br 3.36843 -0.35770 -1.21614 0.4 0.0 0.1 0.144
N -0.72194 -0.27786 -1.18594 -0.2 -1.1 -1.4 -0.455
N -0.06556 -0.27734 1.00525 -1.3 -1.6 1.3 -0.512
C -1.02518 -0.41002 0.07154 0.5 1.3 1.0 0.568
C 0.54343 -0.33211 -1.53604 1.3 2.8 -0.7 0.380
C 1.21967 -0.42217 0.71194 0.5 1.7 1.1 0.390
C 1.61232 -0.38191 -0.62484 -0.9 -1.0 0.0 -0.197
N -2.44246 -0.42097 0.31742 0.0 -1.1 -2.4 -0.450
N 0.87804 0.03813 -2.89124 -0.6 0.2 1.0 -0.433
N 2.24423 -0.17615 1.75568 -0.7 -1.8 -3.0 -0.464
C -2.95447 -1.39918 1.25356 1.6 0.3 2.5 -0.253
C -3.03775 0.16880 1.46641 0.9 -1.3 0.4 -0.246
C -0.19295 -0.05210 -3.84070 -0.9 1.9 0.6 -0.245
C 0.44952 1.35316 -3.49496 -2.5 -2.3 -0.2 -0.254
C 2.08293 -0.37178 3.16456 -0.2 1.6 0.0 -0.229
C 2.18226 1.05875 2.43018 -0.8 1.4 1.1 -0.251
H -3.85393 -2.06117 1.21853 0.6 1.1 -1.1 0.217
H -2.10815 -1.99306 1.74814 -1.3 1.3 -0.2 0.197
H -2.24777 0.71159 2.01491 -1.1 -0.4 0.6 0.217
H -4.00987 0.62348 1.22434 0.6 0.0 0.4 0.211
H 0.21376 -0.60942 -4.60789 0.2 -0.7 -2.3 0.195
H -1.29665 -0.26198 -3.64257 1.8 0.5 0.4 0.222
H 0.94802 1.93782 -4.24784 1.2 -0.6 0.0 0.214
H -0.28824 2.00785 -3.01775 0.3 -0.6 0.7 0.201
H 1.13423 -0.84984 3.44270 0.0 1.0 0.2 0.210
H 2.91953 -0.67210 3.83972 -0.4 0.0 -1.3 0.207
H 1.30163 1.85447 2.40404 1.4 -2.4 -0.1 0.206
H 3.14691 1.57279 2.23698 -0.5 -0.2 1.1 0.208
```
Forces are in eV/Å.

* LUMO energy: 0.019 Eh
* multiplicity: 1
* HOMO: -8.995 eV
* SMILES: Brc1c(N2CC2)nc(N2CC2)nc1N1CC1
* energy relative to the best compared isomer or geometry (same formula, charge and spin): 52.8 kcal per mole
* max |F|: 3.52 eV Å⁻¹
* total energy: -88051.2820 eV


(2)
Below is a molecular structure, C12H18Cl2N2Os, with properties calculated with ωB97M-V/def2-TZVPD.

XYZ file:
```
35
Properties=species:S:1:pos:R:3:forces:R:3:mulliken_spin:R:1
Os 0.97918 -0.01207 0.22502 -3.0 -0.6 8.3 2.013
Cl 0.21405 -2.28533 -0.09987 0.2 0.2 -0.1 0.055
Cl 1.60383 2.18292 0.84931 -0.1 -0.3 -0.1 0.064
C 2.48478 -0.22347 -0.74180 6.4 -0.4 -3.9 0.729
H 3.18162 0.60762 -0.93374 -0.2 -0.5 0.1 0.013
H 2.68415 -1.13332 -1.29808 0.1 0.0 0.0 0.035
C -0.51117 0.59476 -1.02222 -4.8 1.5 -0.7 0.595
C 0.77730 0.48434 -1.61737 3.2 0.2 -4.9 0.099
H -1.14165 0.31223 -0.15700 0.4 -0.1 -0.3 0.096
C 0.89358 -0.39371 -2.92434 0.1 -0.8 0.8 0.061
H 1.11623 1.49324 -1.91912 0.1 -0.2 0.4 0.046
C -0.18164 -0.07102 -3.95731 0.1 0.5 0.4 -0.010
H 1.91610 -0.37614 -3.33705 -0.4 0.5 0.1 -0.017
H 0.77570 -1.43213 -2.60956 -0.2 -0.1 0.0 -0.025
C -1.52072 0.08968 -3.22008 0.0 0.2 -0.2 0.090
H 0.08174 0.87855 -4.45112 -0.2 -0.2 0.0 -0.004
H -0.20435 -0.86076 -4.71943 -0.1 0.2 0.1 0.002
C -1.36426 1.15164 -2.08526 -1.0 0.2 -1.3 0.142
H -2.30297 0.40981 -3.90765 -0.1 0.0 -0.1 0.003
H -1.82501 -0.87918 -2.79967 0.0 0.2 0.0 -0.009
H -0.86049 2.02381 -2.55117 -0.4 -0.2 0.3 0.012
H -2.33248 1.46356 -1.69429 -0.1 0.0 -0.1 -0.001
N 1.33162 -1.72258 2.73461 -0.3 0.1 -0.3 0.031
C 0.31892 -0.87668 3.10228 0.2 -0.2 0.0 -0.032
C -0.19020 -0.84187 4.41799 -0.1 0.1 -0.1 0.003
C -1.16306 0.08727 4.74240 0.4 -0.2 -0.6 0.006
C -1.57683 0.98452 3.74759 0.0 0.2 -0.6 0.003
C -1.03009 0.89964 2.47081 -0.2 -0.2 0.8 -0.008
N -0.12473 -0.03888 2.14760 0.0 0.0 0.6 0.018
H 1.33776 -2.00411 1.73884 0.0 -0.1 0.9 0.000
H 1.62101 -2.42142 3.39518 -0.1 -0.1 0.0 -0.002
H 0.20379 -1.57213 5.11858 -0.2 0.2 0.1 0.000
H -1.59384 0.12625 5.73827 0.1 0.0 -0.1 0.000
H -2.31285 1.75429 3.94344 0.1 -0.1 0.1 0.000
H -1.28504 1.60069 1.67421 0.0 -0.2 0.3 -0.009
```
Forces are in eV/Å.

* LUMO energy (spin up / spin down): 0.012 / -0.044 Eh
* multiplicity: 5
* HOMO (spin up / spin down): -6.026 / -8.111 eV
* energy relative to the best compared isomer or geometry (same formula, charge and spin): 44.5 kcal per mole
* max |F|: 8.86 eV Å⁻¹
* <S²>: 6.02
* total energy: -43222.6949 eV


(3)
Below is 10 unconnected molecules or ions with the total composition C28H76N2O10, with properties calculated with ωB97M-V/def2-TZVPD.

XYZ file:
```
116
Properties=species:S:1:pos:R:3:forces:R:3:mulliken_charge:R:1
C 14.46050 -3.55167 -14.26033 -3.1 -1.7 0.2 0.692
O 13.26785 -3.22853 -14.39688 0.3 -0.2 0.6 -0.819
N 14.86870 -4.75945 -13.80848 -0.3 -1.6 0.9 0.497
N 15.45910 -2.81551 -14.55860 2.9 3.6 -1.1 0.590
H 14.18618 -5.43221 -13.48965 0.1 0.1 -0.7 -0.375
H 15.78667 -5.09046 -14.06897 -0.3 -0.1 0.1 -0.248
H 15.35500 -1.81456 -14.64444 -0.1 -0.2 -0.4 -0.083
H 16.41480 -3.13529 -14.49160 -0.3 -0.2 0.1 -0.022
C 18.31172 -1.70922 -11.82386 0.5 0.3 0.0 -1.248
C 19.34437 -0.91844 -12.63007 0.3 -0.3 0.7 0.697
C 20.82977 -1.23135 -12.29947 -0.8 0.7 0.0 -1.491
O 19.06576 -1.15111 -14.00108 0.1 -0.2 -0.6 -0.529
H 18.35235 -1.31922 -10.80683 0.0 -0.4 0.2 0.434
H 18.54380 -2.77312 -11.87224 0.1 0.0 0.3 0.210
H 17.27577 -1.62101 -12.15116 0.1 0.4 -0.4 0.282
H 19.25058 0.15331 -12.45498 -0.4 0.1 0.2 0.283
H 21.00144 -1.08002 -11.23377 -0.1 -0.4 0.1 0.402
H 21.42577 -0.43505 -12.74532 0.2 -0.2 -0.4 0.429
H 21.17974 -2.20480 -12.64302 -0.2 0.0 0.1 0.271
H 19.71989 -0.67565 -14.51844 0.2 0.0 -0.3 0.193
C 15.15156 -7.51750 -11.38627 1.2 -0.2 1.2 -0.444
C 16.29575 -8.59841 -11.61694 -2.9 0.9 0.6 0.465
C 16.42313 -9.49060 -10.36004 -0.7 0.0 -0.1 -1.549
O 15.78514 -9.27852 -12.79997 1.4 -0.5 0.7 -0.433
H 15.09698 -6.81985 -12.22197 0.0 -0.1 0.2 -0.510
H 15.32140 -6.98111 -10.45270 0.6 0.5 -0.1 0.620
H 14.16153 -7.89686 -11.13324 0.0 -0.8 -0.7 0.460
H 17.20532 -8.04293 -11.84546 0.1 -0.4 -0.3 0.064
H 16.69245 -8.91585 -9.47391 0.6 0.2 -0.3 0.379
H 17.01345 -10.40453 -10.42608 0.5 0.3 -0.3 0.386
H 15.44553 -9.85307 -10.04219 -0.5 0.0 -0.4 0.427
H 15.33680 -10.06287 -12.47533 -0.2 -0.2 -0.1 0.259
C 18.60445 -6.06483 -14.49277 1.1 -0.5 0.9 -1.732
C 19.12628 -4.67058 -14.27496 0.1 0.2 0.0 1.098
C 20.38549 -4.40950 -15.06775 0.8 -0.5 -0.1 -1.805
O 18.16107 -3.77712 -14.70912 -1.7 0.6 -0.6 -0.256
H 18.22546 -6.24059 -15.49954 -0.3 0.1 0.3 0.389
H 17.98702 -6.35054 -13.64115 -0.8 0.0 -0.5 0.037
H 19.47073 -6.70676 -14.33287 0.1 -0.3 -0.3 0.481
H 19.22094 -4.52303 -13.19915 0.6 -0.1 0.3 0.318
H 20.51577 -3.39196 -15.43617 -0.3 0.1 0.2 0.426
H 20.33791 -5.05950 -15.94144 0.3 0.1 -0.2 0.432
H 21.28563 -4.65119 -14.50257 0.1 -0.2 0.0 0.346
H 18.47015 -2.88164 -14.55357 0.3 0.5 0.0 -0.305
C 13.39065 -4.54045 -10.28723 -0.7 -1.8 0.4 -0.753
C 11.81846 -4.57536 -10.15432 0.9 1.3 0.0 0.913
C 11.27536 -4.76164 -8.74594 1.1 -1.6 0.5 -1.395
O 11.47036 -3.26686 -10.46296 -0.5 2.5 -0.7 -0.526
H 13.81087 -5.51086 -10.02300 -0.2 -0.3 0.1 0.073
H 13.89431 -3.87039 -9.59049 -0.5 0.5 -0.1 0.408
H 13.75649 -4.40383 -11.30487 -0.4 0.5 0.0 0.026
H 11.31543 -5.11453 -10.95704 0.4 -1.3 0.3 -0.144
H 11.80281 -4.07833 -8.08036 0.1 0.0 0.0 0.332
H 11.49481 -5.78174 -8.43079 0.0 -0.1 0.4 0.343
H 10.21177 -4.62155 -8.55293 -0.1 0.1 -0.7 0.453
H 10.55620 -3.16025 -10.18991 -0.1 0.3 -0.2 0.282
C 9.69216 -2.42114 -14.72651 -1.1 0.8 -0.6 -0.930
C 10.52510 -1.26033 -15.28845 -0.7 0.0 2.0 0.207
C 11.12447 -0.49028 -14.07794 0.1 -0.6 -0.7 -1.065
O 11.46669 -1.82390 -16.13304 0.4 0.8 -0.9 -0.540
H 9.17354 -2.90191 -15.55596 0.4 -0.5 -0.2 0.303
H 8.84619 -2.02628 -14.16390 0.1 0.0 0.7 0.439
H 10.30143 -3.11863 -14.15171 -0.1 0.0 0.0 0.025
H 9.86683 -0.54181 -15.77682 0.1 -0.2 -0.7 0.399
H 10.30703 -0.22232 -13.40854 0.1 0.0 0.1 0.421
H 11.67772 0.40808 -14.35174 0.0 0.0 -0.2 0.240
H 11.81329 -1.18342 -13.59503 0.0 0.1 0.4 0.167
H 12.02179 -2.33035 -15.53557 0.8 -0.5 0.0 0.511
C 14.94607 0.95111 -15.89630 0.0 0.3 0.0 -0.975
C 16.24206 1.04965 -15.09965 -0.6 -1.2 0.5 0.625
C 16.10302 1.67100 -13.71675 0.0 0.2 0.0 -1.323
O 16.55246 -0.34785 -14.92246 0.2 0.4 -0.5 -0.338
H 14.29457 0.19379 -15.46027 -0.1 0.2 0.3 -0.014
H 15.13280 0.56657 -16.89897 0.2 0.3 -0.1 0.296
H 14.42966 1.90973 -15.94603 -0.1 0.0 -0.1 0.419
H 16.99566 1.59044 -15.67213 0.3 -0.2 -0.1 0.273
H 15.91986 2.74256 -13.79619 -0.3 0.0 0.1 0.431
H 17.00182 1.57020 -13.10839 0.4 -0.1 -0.2 0.246
H 15.33829 1.15335 -13.13768 -0.3 0.2 -0.2 0.254
H 17.44306 -0.50586 -14.60078 0.3 0.2 0.2 0.050
C 14.00698 -8.48084 -17.09187 -0.5 0.1 1.5 -1.372
C 14.75912 -8.80285 -15.76650 1.9 2.5 -0.4 0.483
C 16.26508 -8.54531 -16.06525 -0.7 -1.1 0.2 -1.044
O 14.51096 -7.81941 -14.75100 -1.6 0.7 -0.5 -0.103
H 14.21551 -7.46139 -17.41644 0.4 0.0 0.2 0.312
H 12.93615 -8.47058 -16.88860 -0.1 -0.4 -0.3 0.302
H 14.28768 -9.15497 -17.90111 -0.2 -0.2 0.2 0.389
H 14.56381 -9.76322 -15.28938 0.0 -0.4 -0.7 0.291
H 16.82398 -8.54828 -15.12944 0.2 -0.8 -0.1 0.280
H 16.47031 -7.54390 -16.44361 -0.6 -0.1 -0.5 -0.001
H 16.50752 -9.32464 -16.78772 1.0 0.1 0.0 0.520
H 14.95320 -8.12029 -13.95382 0.1 -0.4 0.1 0.056
C 11.16014 -6.46218 -14.01383 -0.3 -0.9 -1.3 -0.570
C 9.99983 -7.46362 -14.30000 -1.5 4.5 3.6 0.219
C 8.78169 -6.90546 -15.07242 1.1 0.2 0.0 -1.366
O 10.33393 -8.63970 -14.77778 1.6 -3.9 -2.4 -0.476
H 10.83315 -5.59169 -13.44512 -0.3 -0.1 -0.2 0.104
H 11.60035 -6.14721 -14.95993 0.3 0.2 0.1 0.412
H 11.90769 -6.98275 -13.41527 0.1 -0.1 -0.1 0.027
H 9.74515 -7.69563 -13.26588 -1.0 0.5 0.7 0.201
H 8.42098 -5.96218 -14.66229 0.0 0.0 -0.2 0.274
H 7.96598 -7.62519 -15.14106 -0.1 -0.1 0.3 0.447
H 9.15663 -6.79713 -16.09016 -0.2 0.4 -0.2 0.355
H 9.50430 -9.10771 -14.65827 0.3 -0.9 -0.4 0.339
C 19.22313 -3.45915 -18.67583 -0.2 -0.3 1.0 -0.930
C 17.71695 -3.55725 -19.01596 1.0 -0.5 0.5 0.486
C 16.87862 -2.65232 -18.09440 0.9 -0.3 -1.1 -0.773
O 17.59680 -3.23093 -20.37948 -1.1 0.7 -0.6 -0.578
H 19.70838 -2.61271 -19.16180 -0.3 0.2 0.0 0.369
H 19.83558 -4.33299 -18.89813 -0.3 -0.3 -0.4 0.410
H 19.31745 -3.36977 -17.59361 0.1 0.3 0.1 -0.108
H 17.34081 -4.56260 -18.82652 0.2 -0.4 -0.1 0.163
H 17.06596 -2.97870 -17.07142 -0.1 0.1 0.0 0.001
H 15.81386 -2.73425 -18.31274 0.1 0.2 0.0 0.406
H 17.28537 -1.65470 -18.25999 -0.5 0.3 0.3 0.290
H 18.05721 -3.84958 -20.95122 0.1 -0.2 0.3 0.330
```
Forces are in eV/Å.

* LUMO energy: 0.008 Eh
* multiplicity: 1
* HOMO: -8.628 eV
* SMILES: NC(N)=O.CC(C)O.CC(C)O.CC(C)O.CC(C)O.CC(C)O.CC(C)O.CC(C)O.CC(C)O.CC(C)O
* energy relative to the best compared isomer or geometry (same formula, charge and spin): 48.5 kcal per mole
* max |F|: 6.00 eV Å⁻¹
* total energy: -53721.9725 eV


(4)
Below is a molecular structure, C21H33MnN7OPS, with properties calculated with ωB97M-V/def2-TZVPD.

XYZ file:
```
65
Properties=species:S:1:pos:R:3:forces:R:3:nbo_charge:R:1
Mn 0.11133 0.08281 0.07598 -0.4 -1.0 -0.1 1.302
N -0.62901 -2.19550 1.31632 0.1 -0.1 0.0 -0.854
C -1.43477 -2.14737 2.52755 0.0 0.0 0.0 -0.218
C -0.63704 -1.83287 3.79484 0.0 0.0 0.1 -0.410
C 0.51944 -0.84088 3.66594 0.0 0.0 -0.1 -0.201
N 0.26890 0.23734 2.71524 0.2 0.3 0.1 -0.844
H -1.24102 -2.17724 0.50735 0.0 0.0 0.0 0.418
H -0.08161 -3.04586 1.24235 0.0 0.0 0.1 0.355
H -1.97229 -3.08802 2.71126 -0.1 0.1 0.0 0.164
H -2.19490 -1.38188 2.35978 0.1 0.1 0.0 0.217
H -0.23120 -2.76042 4.21288 0.0 0.0 0.0 0.191
H -1.34197 -1.45872 4.54446 0.0 0.0 0.0 0.195
H 1.42393 -1.35718 3.33130 -0.1 -0.1 -0.1 0.177
H 0.73555 -0.46556 4.67684 0.1 0.0 0.0 0.161
H 1.04501 0.89069 2.71423 -0.1 0.0 -0.1 0.383
H -0.53667 0.80034 2.96966 -0.1 -0.1 0.0 0.372
S -4.30774 -0.45599 -0.81649 0.0 0.0 0.0 0.274
C -4.19560 0.83089 0.33873 0.0 0.0 0.0 -0.499
C -2.88408 1.08606 0.65843 0.0 0.0 0.0 -0.278
C -1.92260 0.26453 0.02255 0.0 0.1 0.0 -0.501
C -2.55372 -0.64216 -0.84281 0.0 0.0 0.0 -0.264
C -1.90262 -1.62527 -1.62936 0.0 0.0 0.0 0.044
C -2.56584 -2.54038 -2.49785 0.0 0.0 0.0 -0.243
C -1.85420 -3.46631 -3.20268 0.0 0.0 0.0 -0.222
C -0.43767 -3.51015 -3.07719 0.0 0.0 0.0 -0.414
C 0.13925 -2.58944 -2.21932 0.0 0.0 -0.1 0.080
N -0.51547 -1.68509 -1.50833 0.0 0.0 0.2 -0.591
H -5.08518 1.32553 0.69693 0.0 0.0 0.0 0.206
H -2.62029 1.88008 1.35264 0.0 0.0 0.0 0.188
H -3.64489 -2.49330 -2.59294 0.0 0.0 0.0 0.200
H -2.36829 -4.16049 -3.85867 0.0 0.0 0.0 0.189
H 0.16842 -4.21288 -3.63235 0.0 0.0 0.0 0.193
H 1.22431 -2.57409 -2.10218 0.0 0.0 0.0 0.152
C 5.54902 -1.17527 1.03237 0.0 0.0 0.0 -0.067
N 5.17442 0.23197 0.90508 0.0 0.0 0.0 -0.470
C 5.45342 0.65280 -0.46983 0.0 0.0 0.0 -0.067
N 4.81512 -0.16539 -1.49272 0.0 0.0 0.0 -0.469
C 5.20214 -1.55578 -1.28016 0.0 0.0 0.0 -0.068
N 4.91633 -2.06403 0.06239 0.0 0.0 0.0 -0.470
C 3.46518 -2.13666 0.29060 0.0 0.0 0.0 -0.534
P 2.59050 -0.50086 0.12917 -0.1 -0.2 0.0 0.817
C 3.75568 0.43365 1.23153 0.0 0.1 0.0 -0.529
C 3.35345 -0.00112 -1.46884 0.0 0.0 0.0 -0.536
H 5.30186 -1.51766 2.04018 0.0 0.0 0.0 0.189
H 6.63217 -1.24554 0.89672 0.0 0.0 0.0 0.187
H 6.53628 0.59986 -0.61832 0.0 0.0 0.0 0.184
H 5.13259 1.68911 -0.59283 0.0 0.0 0.0 0.195
H 6.28089 -1.63732 -1.44396 0.0 0.0 0.0 0.184
H 4.68839 -2.18295 -2.01107 0.0 0.0 0.0 0.197
H 3.27905 -2.54850 1.28731 0.0 0.0 0.0 0.210
H 3.02757 -2.83726 -0.42539 0.0 0.0 0.0 0.223
H 3.58267 0.14553 2.27318 0.0 0.0 0.0 0.209
H 3.51848 1.49789 1.15036 0.0 0.0 0.0 0.231
H 3.06763 1.03527 -1.64852 0.0 0.0 0.0 0.260
H 2.89022 -0.57874 -2.27069 0.0 0.0 0.0 0.237
C 0.89632 6.00686 0.04306 0.0 0.0 0.0 -0.589
C 0.72974 4.58919 -0.50118 0.0 0.1 0.0 -0.511
C 0.80031 3.55845 0.52812 -0.1 -0.3 -0.4 0.363
N 0.83576 2.61583 1.17939 0.2 0.5 0.7 -0.385
H 0.83263 6.72952 -0.76988 0.0 0.0 0.0 0.209
H 1.86238 6.12659 0.53337 0.0 0.0 0.0 0.206
H 0.11740 6.23841 0.76890 0.0 0.0 0.0 0.210
H 1.49697 4.35013 -1.23913 0.0 0.0 0.0 0.253
H -0.23133 4.46320 -1.00219 0.0 0.0 0.0 0.262
O 0.70112 1.05101 -1.16048 0.3 0.6 -0.2 -1.055
```
Forces are in eV/Å.

* LUMO energy (spin up / spin down): 0.095 / 0.095 Eh
* multiplicity: 6
* HOMO (spin up / spin down): -0.630 / -3.497 eV
* energy relative to the best compared isomer or geometry (same formula, charge and spin): 0.0 kcal per mole
* max |F|: 1.04 eV Å⁻¹
* charge: -1
* <S²>: 8.86
* total energy: -86233.0098 eV